{
  "formula": "C6H7NS",
  "method": "ωB97M-V/def2-TZVPD",
  "elements": ["C", "H", "H", "H", "H", "H", "C", "H", "C", "C", "H", "C", "S", "N", "C"],
  "positions_angstrom": [[0.40, 0.16, 1.98], [-0.30, 2.09, -0.19], [-0.08, -1.70, 0.41], [-2.47, -0.74, -0.95], [2.15, -0.13, 3.42], [-1.49, 0.68, 1.29], [1.27, -0.05, 2.78], [-1.05, 0.81, -2.40], [-0.21, 1.01, -0.31], [-0.68, 0.28, -1.51], [-1.32, -1.96, -1.47], [-1.40, -0.96, -0.95], [1.14, 0.33, -1.27], [-0.95, -1.14, 0.41], [-0.57, 0.17, 0.90]],
  "lowdin_charge": [-0.10, 0.12, 0.11, 0.11, 0.04, 0.16, 0.13, 0.12, -0.53, -0.48, 0.13, -0.23, 0.87, -0.03, -0.43],
  "relative_energy_kcal_mol": 60.0,
  "total_charge": 0,
  "smiles": "C#C[C@@H]1NC[C@@H]2S[C@H]12",
  "homo_ev": -8.9,
  "gap_ha": 0.3613
}

{
  "formula": "C30H28InN8OP",
  "method": "ωB97M-V/def2-TZVPD",
  "elements": ["C", "H", "N", "C", "H", "C", "C", "C", "C", "C", "C", "H", "P", "H", "H", "H", "O", "C", "N", "H", "C", "In", "H", "H", "H", "C", "C", "H", "H", "H", "C", "H", "H", "C", "N", "C", "H", "N", "H", "N", "C", "H", "C", "C", "H", "C", "N", "N", "H", "H", "H", "H", "C", "C", "C", "C", "H", "C", "C", "N", "H", "C", "C", "H", "C", "C", "C", "H", "H"],
  "positions_angstrom": [[3.55, -1.88, 1.66], [-4.55, 2.53, 0.09], [-1.91, 0.70, -0.85], [-5.60, 2.71, -3.70], [-3.68, 0.72, -3.68], [-6.69, 2.23, -1.63], [-1.43, -0.76, -4.21], [-1.25, -0.38, -2.89], [1.87, -3.97, 2.24], [4.04, -2.99, 2.31], [-2.22, 1.63, 1.34], [-0.64, -4.76, 1.90], [1.20, 2.24, -0.93], [2.24, 2.89, 1.14], [0.46, 0.91, 3.08], [3.05, 3.65, -0.24], [1.85, -0.64, 0.65], [-5.54, 2.22, -2.41], [-0.53, -1.49, -4.86], [1.29, -2.46, -4.74], [-1.29, 1.96, 3.83], [0.08, 0.00, -0.06], [-3.95, 2.65, 2.12], [-6.90, 3.61, -5.17], [4.20, -1.04, 1.43], [-4.27, 1.68, -1.86], [-0.53, 1.31, 2.87], [-2.31, -0.49, -4.77], [-0.92, 2.10, 4.84], [-0.36, 3.80, 0.06], [-2.96, 2.27, 2.32], [-4.73, 2.74, -4.34], [3.56, -4.93, 3.12], [-0.08, -2.85, 1.23], [-1.00, 1.16, 1.64], [2.21, -1.78, 1.28], [-2.88, -1.74, 0.08], [-7.92, 3.22, -3.43], [3.32, 1.93, 0.14], [-0.13, -0.76, -2.24], [1.86, 2.20, -2.62], [-6.70, 1.84, -0.62], [-2.18, -3.59, 1.04], [-6.82, 3.20, -4.16], [2.33, 3.15, -2.85], [0.06, 3.65, -0.93], [-2.50, 2.43, 3.56], [-0.91, -3.89, 1.47], [0.58, 4.55, -1.24], [-0.76, 3.46, -1.64], [1.22, -4.81, 2.49], [1.65, -1.80, -2.32], [0.77, -1.50, -2.88], [-3.41, 0.93, -2.66], [2.59, 2.73, 0.12], [-2.10, -2.34, 0.52], [2.60, 1.40, -2.72], [-2.71, 1.42, -0.06], [-2.23, 0.45, -2.12], [-0.80, -1.88, 0.64], [1.05, 2.02, -3.33], [-3.90, 1.92, -0.54], [3.19, -4.06, 2.61], [-3.00, -4.27, 1.13], [-7.86, 2.74, -2.19], [0.56, -1.86, -4.21], [1.34, -2.85, 1.58], [5.08, -3.03, 2.59], [-8.78, 2.75, -1.62]],
  "lowdin_charge": [-0.01, 0.13, 0.07, -0.01, 0.13, -0.01, -0.03, -0.17, -0.03, -0.05, -0.17, 0.16, 0.80, 0.05, 0.13, 0.07, -0.21, -0.18, 0.14, 0.13, -0.05, 0.72, 0.13, 0.12, 0.12, -0.10, -0.05, 0.13, 0.13, 0.05, -0.02, 0.12, 0.12, -0.23, 0.05, -0.32, 0.11, 0.09, 0.05, 0.05, -0.23, 0.12, -0.04, -0.11, 0.07, -0.23, 0.14, 0.14, 0.07, 0.05, 0.11, 0.13, -0.05, 0.08, -0.23, -0.10, 0.06, -0.18, -0.17, 0.02, 0.05, 0.08, -0.06, 0.13, -0.10, -0.05, -0.08, 0.12, 0.12],
  "relative_energy_kcal_mol": 0.0,
  "total_charge": 2,
  "homo_ev": -13.1,
  "gap_ha": 0.2326
}